# 1
Below is a cluster of 5 separate species, C24H41N3O14 in total, with properties calculated with ωB97M-V with the def2-TZVPD basis set.

```
82
Properties=species:S:1:pos:R:3:forces:R:3:mulliken_charge:R:1
C -0.375652 2.220072 -5.236295 0.4 -0.1 -0.2 -1.215
C 0.849799 2.667557 -4.395286 -1.1 0.0 -0.5 0.435
O 0.446760 3.756087 -3.558325 0.4 -0.3 0.2 -0.559
C 1.433635 1.481164 -3.599503 -0.1 0.3 0.0 -1.187
C 1.945085 1.877720 -2.196109 0.1 -0.2 -0.4 0.432
C 0.870159 1.699355 -1.213368 0.4 0.4 0.3 -0.056
N 0.086031 1.629535 -0.378736 -0.2 -0.1 -0.2 -0.602
C 3.161284 1.040343 -1.753998 0.3 -0.6 0.5 0.104
C 4.356403 1.429974 -2.526851 -0.4 0.5 -0.1 0.110
N 5.207430 1.970724 -3.075610 0.1 -0.3 -0.1 -0.465
N 3.451941 1.193109 -0.304680 0.4 0.4 -0.2 -0.623
C 3.759369 2.326289 0.046466 -0.9 0.3 -0.5 0.815
O 3.928509 3.437392 0.328503 0.4 -0.3 0.4 -0.406
H -1.209642 2.891722 -5.042914 0.0 -0.1 0.1 0.250
H -0.176963 2.280756 -6.307354 0.1 0.0 0.0 0.319
H -0.668283 1.191218 -5.024910 -0.1 0.1 0.1 0.367
H 1.565872 3.080642 -5.102777 0.3 0.1 0.4 0.467
H -0.115532 3.386164 -2.864602 -0.2 0.2 -0.1 0.240
H 2.220601 1.007621 -4.187979 0.0 0.0 0.1 0.358
H 0.629951 0.758166 -3.458060 0.2 -0.2 0.0 0.448
H 2.223774 2.933804 -2.200930 0.0 0.0 0.1 0.449
H 2.955099 -0.018013 -1.906798 0.0 0.0 0.0 0.392
C -0.972270 -1.295215 0.952421 -0.1 -0.3 0.1 -1.213
C -2.160488 -0.479879 0.488723 0.5 0.2 0.0 0.092
O -3.308282 -1.315118 0.247874 -0.2 0.0 -0.1 -0.369
C -3.960444 -1.732880 1.325544 0.2 0.0 0.0 0.725
O -3.694331 -1.479997 2.470874 -0.1 0.0 0.0 -0.594
O -4.973209 -2.509662 0.917534 -0.1 0.0 0.0 -0.271
C -5.710621 -3.110953 1.980968 -0.3 -0.1 0.1 -0.721
H -0.763980 -2.101538 0.245854 0.0 0.1 -0.1 0.311
H -0.091718 -0.660721 1.037027 0.0 0.0 0.0 0.349
H -1.162293 -1.752546 1.923147 0.0 0.1 0.0 0.353
H -1.941398 -0.006438 -0.463693 -0.2 -0.1 -0.1 0.126
H -2.407146 0.310403 1.196109 -0.1 -0.1 0.1 0.334
H -6.067038 -2.372089 2.695334 0.1 0.1 0.0 0.340
H -5.095998 -3.847122 2.490340 0.0 0.1 0.2 0.244
H -6.567164 -3.612713 1.538461 0.1 0.0 -0.2 0.252
C 7.621237 3.112905 1.965359 0.2 -0.1 0.2 -1.176
C 6.266108 2.914517 2.610072 0.1 0.3 -0.3 0.270
O 6.338360 2.036372 3.743201 -0.1 0.0 0.0 -0.379
C 6.836407 2.576391 4.854487 0.0 0.0 -0.1 0.764
O 7.200500 3.715477 4.989850 0.0 0.0 0.0 -0.554
O 6.862658 1.632859 5.796674 0.0 0.0 0.0 -0.348
C 7.450343 2.052104 7.030131 0.0 0.0 0.2 -0.636
H 8.066891 2.149557 1.713119 -0.1 0.0 -0.1 0.319
H 7.525243 3.707364 1.056582 0.0 0.0 0.0 0.354
H 8.305368 3.624511 2.640700 -0.1 0.1 0.0 0.338
H 5.594458 2.431439 1.909318 0.0 -0.2 0.2 -0.197
H 5.815547 3.864088 2.897868 0.1 0.0 0.1 0.373
H 6.974711 2.956653 7.402518 0.0 0.1 -0.1 0.297
H 8.519173 2.215896 6.900997 0.0 0.1 0.0 0.293
H 7.293372 1.244217 7.738947 0.0 -0.1 -0.1 0.223
C -3.413008 -5.686834 0.034080 0.1 -0.2 -0.1 -1.091
C -3.039013 -5.578446 1.497072 -0.1 0.3 -0.3 0.225
O -2.534170 -6.820380 2.009892 0.0 0.0 0.1 -0.406
C -1.281265 -7.112920 1.666210 -0.1 0.0 0.0 0.746
O -0.548977 -6.430403 0.997582 0.0 0.0 0.0 -0.561
O -0.974440 -8.299429 2.192711 0.0 0.0 0.0 -0.352
C 0.323769 -8.780317 1.838478 0.2 -0.1 0.0 -0.633
H -4.110108 -6.512251 -0.119473 -0.1 0.1 0.0 0.340
H -3.877674 -4.760981 -0.306716 0.0 0.0 0.0 0.261
H -2.535350 -5.879368 -0.581501 0.0 0.1 0.0 0.342
H -3.923625 -5.358968 2.085616 0.0 -0.2 0.2 0.038
H -2.318097 -4.778033 1.668046 0.1 -0.1 0.0 0.293
H 1.090417 -8.044698 2.071452 0.0 0.1 -0.1 0.296
H 0.355343 -9.033028 0.779642 0.0 0.1 0.0 0.293
H 0.493824 -9.677029 2.427333 -0.1 0.0 0.0 0.220
C -4.359505 5.262965 -2.031490 -0.2 -0.1 0.1 -1.340
C -3.438908 4.363677 -2.827768 0.0 0.4 -0.1 -0.064
O -3.434746 3.019237 -2.322464 0.1 -0.1 0.0 -0.212
C -4.501197 2.283002 -2.644568 0.0 0.0 0.0 0.645
O -5.426481 2.637128 -3.327482 0.0 0.0 0.0 -0.575
O -4.357646 1.083796 -2.083320 0.0 0.0 0.0 -0.154
C -5.460336 0.192629 -2.283876 -0.1 -0.3 0.0 -0.694
H -4.105004 5.224158 -0.971517 0.1 0.1 0.0 0.305
H -4.274966 6.293096 -2.377492 0.0 0.0 0.0 0.382
H -5.397678 4.950136 -2.132920 0.0 0.0 -0.1 0.339
H -2.410533 4.711650 -2.739398 0.0 -0.2 0.1 0.209
H -3.696768 4.362988 -3.887050 -0.1 -0.1 0.0 0.378
H -5.696385 0.093036 -3.341221 0.0 0.1 0.0 0.330
H -6.334292 0.539135 -1.734371 0.0 0.1 -0.1 0.323
H -5.152807 -0.772827 -1.891710 0.1 0.1 0.1 0.145
```
Forces are in eV/Å.

Values from the calculation:
* highest occupied orbital energy: -10.83 eV
* maximum force: 1.22 eV/A
* M: 595.60 g/mol
* energy: -58687.729 eV
* gap between HOMO and LUMO: 0.4117 Eh

=====

# 2
Below is a cluster of 2 separate species, C3H5NO2 in total, with properties calculated with ωB97M-V with the def2-TZVPD basis set.

```
11
Properties=species:S:1:pos:R:3:forces:R:3:nbo_charge:R:1
N -0.444813 -0.974437 0.273502 0.0 0.1 0.2 -0.744
C -0.700439 -0.474919 1.442505 0.0 0.1 -0.1 0.471
O -0.499046 0.750449 1.605634 0.0 -0.3 -0.1 -0.581
C 0.134702 0.938923 -0.340254 0.1 0.1 -0.1 -0.129
C 0.889070 0.136366 -1.352104 0.3 0.0 0.0 0.369
O 2.091546 0.173854 -1.452069 -0.5 0.0 0.1 -0.517
H -0.556449 -1.966441 0.088323 0.0 0.1 0.0 0.389
H -1.094596 -1.084176 2.264172 0.0 0.0 -0.1 0.173
H 0.765573 1.673903 0.150117 -0.1 -0.1 0.0 0.225
H -0.840814 1.298863 -0.653203 0.1 -0.1 0.0 0.222
H 0.255267 -0.472385 -2.026624 0.1 0.1 0.1 0.122
```
Forces are in eV/Å.

Values from the calculation:
* highest occupied orbital energy: -10.04 eV
* maximum force: 0.52 eV/A
* relative energy (zero: lowest compared OMol25 entry of this formula, charge and spin): 3.912 eV
* M: 87.08 g/mol
* energy: -8773.782 eV
* gap between HOMO and LUMO: 0.3530 Eh

=====

# 3
Below is a cluster of 7 separate species, C32H43ClO17 in total, with properties calculated with ωB97M-V with the def2-TZVPD basis set.

```
93
Properties=species:S:1:pos:R:3:forces:R:3:mulliken_charge:R:1
C 0.102250 0.785663 -2.932461 0.2 0.1 0.1 -0.646
O -1.049841 1.337573 -3.556958 -0.1 -0.2 0.1 -0.503
C -1.743709 2.227315 -2.701826 0.3 0.2 -0.6 0.666
C -3.194571 2.195328 -3.014032 -0.2 -0.2 0.1 0.561
C -3.981791 1.211008 -3.454077 0.4 0.0 0.1 0.411
C -3.628218 -0.212618 -3.745269 -0.3 0.0 0.0 -0.693
C -3.251701 -0.955465 -2.481159 0.2 0.0 -0.1 0.595
O -2.300586 -1.637496 -2.317361 0.0 0.0 0.0 -0.506
Cl -4.435286 -0.737007 -1.171279 -0.1 0.0 0.1 -0.203
C -5.353535 1.775370 -3.587596 0.2 0.0 0.2 0.183
O -6.246190 1.440992 -4.289339 -0.4 -0.4 0.2 -0.526
O -5.389306 2.934057 -2.812066 0.0 0.4 -0.9 -0.297
C -4.074009 3.393560 -2.856424 -0.1 -0.3 0.2 -0.341
O -3.796966 4.544441 -2.853739 0.0 0.2 0.3 -0.503
H 0.641976 1.554516 -2.369127 0.0 -0.1 0.0 0.165
H 0.776948 0.406290 -3.698484 -0.2 0.0 -0.1 0.389
H -0.179498 -0.035931 -2.264172 0.1 0.1 0.0 0.248
H -1.576446 1.998289 -1.642074 -0.1 0.0 -0.1 0.260
H -1.377372 3.250028 -2.870630 0.0 -0.1 0.2 0.064
H -4.512089 -0.719743 -4.147685 0.1 0.0 -0.1 0.377
H -2.786479 -0.297819 -4.430545 -0.1 0.0 0.0 0.280
O -0.928464 3.321948 0.113516 0.1 0.1 0.3 -0.529
C -1.110472 4.499055 0.263794 -0.3 -0.3 -0.2 0.498
O -0.596958 5.185358 1.309308 0.1 0.1 0.0 -0.436
C -1.080469 6.544440 1.285568 0.0 0.1 0.0 -0.523
C -1.485926 6.800605 -0.163332 0.1 -0.1 0.0 -0.573
C -1.937412 5.412370 -0.608470 0.3 0.4 0.2 0.154
H -1.925194 6.616416 1.974044 0.0 0.0 0.0 0.256
H -0.281627 7.191282 1.640559 0.0 0.0 0.0 0.366
H -2.241983 7.575176 -0.269657 0.0 0.0 0.1 0.407
H -0.612536 7.098833 -0.744537 0.0 0.0 0.0 0.120
H -2.991644 5.233249 -0.390460 0.0 0.0 -0.1 0.336
H -1.736483 5.216146 -1.654780 -0.1 -0.1 0.0 -0.060
O 0.156257 5.819915 -2.991770 0.0 -0.1 0.0 -0.609
C 1.201787 5.353953 -2.630595 0.0 0.2 0.0 0.534
O 1.271789 4.248087 -1.865986 0.0 0.0 0.0 -0.127
C 2.641087 3.983784 -1.482405 0.0 0.0 0.1 0.014
C 3.485258 4.695663 -2.532350 -0.1 0.1 -0.1 -0.616
C 2.597998 5.883807 -2.896092 0.1 -0.2 0.0 -0.689
H 2.790714 4.384648 -0.476947 0.0 0.0 0.0 0.213
H 2.792820 2.909567 -1.460358 -0.1 -0.1 0.0 -0.009
H 4.473156 4.967128 -2.167419 0.0 0.0 0.0 0.406
H 3.611115 4.048224 -3.400981 0.0 0.0 0.0 0.264
H 2.763230 6.739424 -2.237872 0.0 0.0 0.0 0.260
H 2.685611 6.208102 -3.929440 0.0 0.1 0.0 0.347
O -8.236061 -3.519394 -0.247165 0.0 0.0 0.0 -0.575
C -7.154290 -3.828011 0.152693 -0.1 -0.1 0.0 0.478
O -6.032057 -3.670169 -0.591764 0.0 0.0 -0.1 -0.338
C -4.890751 -4.212118 0.088574 0.1 0.0 0.1 -0.207
C -5.277303 -4.228208 1.564220 -0.1 0.0 0.0 -0.518
C -6.786031 -4.453179 1.487869 0.2 0.2 0.0 -0.392
H -4.703435 -5.215282 -0.302059 0.0 0.0 0.0 0.236
H -4.032903 -3.580404 -0.129986 0.0 0.0 -0.1 0.189
H -4.737994 -4.980099 2.136626 0.0 0.0 0.0 0.336
H -5.072231 -3.253011 2.007849 0.0 0.0 0.0 0.249
H -7.047234 -5.512144 1.448108 0.0 0.0 0.0 0.251
H -7.344293 -3.978164 2.289589 -0.1 -0.1 0.0 0.290
O 3.325124 0.385964 -1.541146 0.0 -0.1 0.0 -0.683
C 2.842357 -0.271248 -0.654966 0.0 0.4 0.0 0.622
O 2.268130 -1.464369 -0.877147 0.0 -0.1 0.0 -0.411
C 1.680299 -1.969956 0.346429 0.0 0.0 0.0 -0.069
C 2.415460 -1.247448 1.467052 0.0 0.0 -0.1 -0.403
C 2.741651 0.091754 0.811469 0.1 -0.3 0.1 -0.290
H 0.613845 -1.731201 0.326595 0.0 0.0 0.0 0.171
H 1.805814 -3.046101 0.369515 0.0 0.0 -0.1 0.024
H 1.833298 -1.168527 2.379985 0.0 0.0 0.0 0.466
H 3.336246 -1.779311 1.703445 0.0 0.0 0.0 0.084
H 1.931053 0.816364 0.925951 0.0 0.0 0.0 0.173
H 3.671057 0.530651 1.162642 0.0 0.1 0.0 0.339
O 2.027681 -4.412269 2.299509 0.1 -0.1 0.1 -0.551
C 1.444057 -5.421706 2.031092 -0.1 0.1 0.1 0.556
O 1.090741 -5.726601 0.761177 0.0 0.0 -0.1 -0.343
C 0.312574 -6.935001 0.729456 0.0 -0.1 0.0 -0.387
C 0.672135 -7.672776 2.015429 0.0 0.1 0.0 -0.494
C 0.962245 -6.513814 2.967648 0.1 -0.2 -0.2 -0.490
H -0.743496 -6.659835 0.690399 0.0 0.0 0.0 0.220
H 0.567532 -7.480331 -0.175283 0.0 0.1 0.0 0.311
H -0.113074 -8.345906 2.351826 0.0 0.0 0.0 0.333
H 1.578679 -8.259377 1.862564 0.0 0.0 0.0 0.258
H 0.062874 -6.154043 3.470610 0.0 0.0 0.0 0.253
H 1.722624 -6.732539 3.711944 0.0 0.1 0.1 0.315
O 3.954099 -0.237038 3.825195 0.1 0.1 0.1 -0.556
C 5.088033 -0.610134 3.872174 -0.1 -0.1 0.0 0.594
O 5.920527 -0.501684 2.806694 0.0 0.0 0.0 -0.323
C 7.185238 -1.122569 3.090676 0.1 0.0 0.0 -0.415
C 7.286425 -1.142782 4.612909 -0.1 0.0 0.0 -0.492
C 5.820344 -1.278973 5.019825 0.2 0.2 -0.1 -0.512
H 7.176434 -2.127401 2.663140 0.0 0.0 0.0 0.274
H 7.966245 -0.541156 2.607577 0.0 0.0 0.0 0.285
H 7.931836 -1.935857 4.983671 0.0 0.0 0.0 0.326
H 7.680709 -0.190441 4.969374 0.0 0.0 0.0 0.264
H 5.496678 -2.320472 5.063394 0.0 0.0 0.0 0.243
H 5.573873 -0.789215 5.957590 -0.1 -0.1 0.0 0.324
```
Forces are in eV/Å.

Values from the calculation:
* highest occupied orbital energy: -9.57 eV
* maximum force: 1.00 eV/A
* M: 735.13 g/mol
* energy: -81212.755 eV
* gap between HOMO and LUMO: 0.3444 Eh

=====

# 4
Below is a cluster of 2 separate species, C3H9NO2 in total, with properties calculated with ωB97M-V with the def2-TZVPD basis set.

```
15
Properties=species:S:1:pos:R:3:forces:R:3:nbo_charge:R:1
C -1.098981 -2.318412 1.835318 0.4 0.0 -0.5 -0.408
N -0.530143 -0.978619 1.828208 0.7 1.0 0.6 -0.881
H -0.910524 -0.246040 1.247667 -0.6 -0.6 -0.4 0.373
H -0.476914 -0.551566 2.740628 0.0 -0.3 0.2 0.358
H 1.102747 0.848426 0.525618 -0.3 0.1 0.2 0.497
H -1.385257 -2.652759 2.835005 -0.2 0.2 -0.1 0.189
H -0.324596 -3.015412 1.504409 -0.2 -0.1 -0.1 0.180
H -1.936297 -2.391741 1.140761 -0.1 -0.1 0.2 0.192
C 1.054766 1.730241 -2.489504 -1.0 -0.9 -2.8 -0.747
C 0.379897 1.408091 -1.208477 1.8 2.9 1.6 0.797
O 1.367170 1.420164 -0.209174 -0.6 -1.1 -0.9 -0.722
O -0.782263 1.475474 -0.960322 -0.5 -1.2 -0.1 -0.560
H 0.398140 2.204575 -3.244244 -0.2 0.1 0.9 0.238
H 1.166840 0.766369 -3.021610 0.7 0.1 0.4 0.245
H 1.975421 2.301202 -2.524288 0.2 -0.3 0.8 0.250
```
Forces are in eV/Å.

Values from the calculation:
* highest occupied orbital energy: -9.21 eV
* maximum force: 3.82 eV/A
* relative energy (zero: lowest compared OMol25 entry of this formula, charge and spin): 1.289 eV
* M: 91.11 g/mol
* energy: -8841.666 eV
* gap between HOMO and LUMO: 0.3693 Eh

=====

# 5
Below is the molecule C4H10P2, with properties calculated with ωB97M-V with the def2-TZVPD basis set.

```
16
Properties=species:S:1:pos:R:3:forces:R:3:nbo_charge:R:1
C 1.114222 2.633200 -0.645953 0.6 -0.6 2.2 -0.824
C -1.599502 -1.345774 0.814213 -0.3 3.2 1.7 -0.922
C 0.112386 -1.074776 -1.359858 -2.3 1.6 0.0 -0.921
C 0.643935 0.416721 1.058632 -0.8 -1.3 -0.1 -1.061
P 1.977010 1.490792 0.289437 -1.1 0.3 -1.2 0.683
P -0.774451 0.013809 -0.168185 0.0 0.9 0.4 0.786
H 1.718123 3.340430 -1.190264 0.2 0.1 -0.2 0.215
H 0.098242 2.976913 -0.418635 0.1 -0.6 -0.6 0.224
H -2.524782 -1.612359 0.316286 -0.1 -0.3 0.3 0.236
H -1.759315 -0.857224 1.881487 -0.1 -1.2 -2.1 0.229
H -0.891586 -2.107566 0.909923 0.8 -1.7 0.2 0.207
H -0.665940 -1.723182 -1.673733 -0.8 -0.8 -0.6 0.224
H 0.799047 -1.640398 -0.888479 2.5 -2.0 1.7 0.205
H 0.546607 -0.643445 -2.213414 0.5 1.0 -1.0 0.237
H 0.258361 0.790375 2.033974 0.1 0.0 -0.8 0.251
H 0.947644 -0.657516 1.254567 0.6 1.3 0.1 0.230
```
Forces are in eV/Å.

Values from the calculation:
* highest occupied orbital energy: -8.43 eV
* maximum force: 3.67 eV/A
* relative energy (zero: lowest compared OMol25 entry of this formula, charge and spin): 0.000 eV
* M: 120.07 g/mol
* energy: -22885.715 eV
* gap between HOMO and LUMO: 0.3132 Eh